(1)
Computed, not measured: C42H35BMgN16O2S as an isolated structure, with ωB97M-V/def2-TZVPD.

```
98
Properties=species:S:1:pos:R:3:lowdin_spin:R:1
Mg 0.23 1.72 -1.01 0.002
C -2.40 2.95 -4.26 0.000
C -2.18 2.23 -3.05 0.003
N -1.14 2.73 -2.36 0.000
N -0.64 3.79 -3.15 0.000
C -1.47 4.00 -4.19 0.000
B 0.62 4.63 -2.62 0.000
N 1.83 3.78 -2.79 0.000
C 2.98 3.91 -3.53 0.000
C 3.68 2.72 -3.59 0.000
C 2.82 1.82 -2.91 0.000
N 1.70 2.42 -2.45 0.000
N 0.36 4.92 -1.16 0.000
C 0.30 6.11 -0.53 0.000
C 0.25 5.90 0.85 0.000
C 0.34 4.50 1.02 0.000
N 0.41 3.87 -0.17 0.000
N 0.72 5.94 -3.47 0.000
C -0.35 6.80 -3.74 0.000
C 0.05 7.78 -4.69 0.000
C 1.37 7.39 -5.02 0.000
N 1.74 6.31 -4.29 0.000
H -3.16 2.65 -5.00 0.000
H -2.83 1.43 -2.55 0.003
H -1.30 4.87 -4.85 0.000
H 3.20 4.86 -3.99 0.000
H 4.73 2.49 -3.84 0.000
H 2.87 0.75 -2.93 0.000
H 0.29 7.08 -1.07 0.000
H 0.17 6.56 1.64 0.000
H 0.43 4.04 2.01 0.000
H -1.33 6.77 -3.23 0.000
H -0.40 8.58 -5.30 0.000
H 2.10 7.95 -5.52 0.000
C -0.01 1.08 4.77 0.000
N -0.30 1.21 3.35 0.000
C 0.43 1.02 2.19 0.000
N -0.33 1.46 1.16 0.001
C -1.52 1.77 1.70 0.001
N -1.61 1.64 3.01 0.000
C -0.27 -0.40 5.11 0.000
C -1.45 -0.75 5.79 0.000
C -1.78 -2.16 5.94 0.000
C -1.04 -3.14 5.34 0.000
C 0.08 -2.74 4.59 0.000
C 0.48 -1.38 4.53 0.000
C 0.78 -3.67 3.74 0.000
N 0.56 -4.94 3.79 0.000
N 1.58 -5.54 3.03 0.000
C 2.32 -4.59 2.55 0.000
O 1.98 -3.31 3.12 0.000
C 3.33 -4.59 1.53 0.000
C 3.58 -5.79 0.79 0.000
C 4.43 -5.65 -0.26 0.000
C 4.88 -4.40 -0.66 0.000
C 4.65 -3.21 0.11 0.000
C 4.99 -1.81 -0.40 0.000
N 3.70 -1.05 -0.70 0.002
C 3.22 0.10 -0.12 0.001
N 1.90 0.21 -0.38 0.001
C 1.63 -0.92 -1.11 0.027
N 2.67 -1.72 -1.41 0.001
C 3.87 -3.35 1.24 0.000
H -0.80 1.74 5.24 0.000
H 1.05 1.47 4.91 0.000
H 1.49 0.74 2.01 0.000
H -2.28 2.15 0.98 0.000
H -2.08 0.11 6.11 0.000
H -2.74 -2.34 6.36 0.000
H -1.20 -4.23 5.53 0.000
H 1.34 -1.18 3.95 0.000
H 3.15 -6.76 1.02 0.000
H 4.63 -6.52 -0.87 0.000
H 5.43 -4.21 -1.56 0.000
H 5.49 -1.91 -1.33 0.000
H 5.57 -1.19 0.26 0.000
H 3.88 0.65 0.50 0.000
H 0.59 -1.08 -1.38 0.013
H 3.65 -2.50 1.93 0.000
C -7.66 -5.73 0.68 0.008
C -6.35 -5.09 1.08 0.028
O -6.05 -4.20 1.82 0.007
S -4.95 -5.85 0.04 0.043
C -4.28 -4.35 -0.36 0.140
C -3.40 -3.80 0.61 -0.007
C -2.61 -2.71 0.27 0.075
C -2.60 -2.17 -1.06 0.086
C -3.49 -2.72 -2.01 0.087
C -4.30 -3.81 -1.67 0.003
C -1.73 -1.05 -1.34 0.189
C -1.03 -0.07 -1.34 0.284
H -7.75 -6.67 1.28 0.000
H -7.69 -5.99 -0.39 0.000
H -8.49 -5.02 0.88 0.002
H -3.30 -4.27 1.59 -0.002
H -1.93 -2.26 1.02 0.002
H -3.36 -2.36 -3.02 0.003
H -4.93 -4.43 -2.36 -0.002
```

Output
* net charge: +1
* maximum force: 6.62 eV/Å
* E_LUMO (spin up / spin down): -0.1080 / -0.2326 hartree
* <S²>: 0.78
* spin multiplicity: 2
* HOMO energy (spin up / spin down): -10.61 / -10.61 eV

---

(2)
Computed, not measured: C42H35BrCl2F5N4O2PS3ScSi as an isolated structure, with ωB97M-V/def2-TZVPD.

```
97
Properties=species:S:1:pos:R:3:mulliken_charge:R:1
Sc -0.25 -0.41 0.05 0.371
C 2.01 -6.09 -3.86 -1.234
Si 0.69 -5.08 -2.97 0.234
C -0.55 -4.54 -4.27 -0.891
C -0.16 -6.15 -1.70 -0.931
C 1.56 -3.65 -2.11 0.426
C 2.94 -3.52 -2.15 0.277
C 3.59 -2.48 -1.49 -1.616
C 2.81 -1.56 -0.82 -0.499
N 1.48 -1.66 -0.77 0.876
C 0.85 -2.69 -1.37 0.142
S -0.87 -2.69 -1.16 -0.715
H 1.53 -6.89 -4.43 0.314
H 2.72 -6.55 -3.18 0.338
H 2.57 -5.47 -4.57 0.323
H -0.87 -5.42 -4.84 0.454
H -0.12 -3.82 -4.98 0.274
H -1.43 -4.07 -3.82 0.179
H -0.66 -7.01 -2.16 0.338
H -0.91 -5.57 -1.15 0.168
H 0.56 -6.53 -0.97 0.306
H 3.53 -4.24 -2.70 0.371
H 4.66 -2.38 -1.51 0.437
H 3.23 -0.69 -0.32 0.528
F 2.05 5.95 -2.83 -0.368
C 1.93 4.89 -2.02 0.936
C 2.42 3.66 -2.41 0.035
F 3.05 3.54 -3.58 -0.416
C 2.29 2.56 -1.57 0.232
F 2.79 1.40 -1.99 -0.441
C 1.70 2.65 -0.31 0.712
S 1.62 1.31 0.81 -0.539
C 1.22 3.92 0.04 -0.081
F 0.61 4.11 1.22 -0.439
C 1.33 5.02 -0.79 0.102
F 0.85 6.21 -0.40 -0.420
Br 3.56 -3.67 6.82 -0.222
C 2.79 -2.36 5.69 0.042
C 3.01 -1.02 5.95 -0.224
N 2.50 -0.05 5.20 -0.645
C 1.74 -0.41 4.16 -0.162
C 1.46 -1.73 3.83 0.411
C 2.00 -2.74 4.62 -0.651
C 0.58 -2.10 2.66 -0.033
O 0.44 -3.28 2.37 -0.728
O 0.07 -1.10 2.04 -0.117
H 3.62 -0.72 6.80 0.372
H 1.34 0.39 3.55 0.645
H 1.80 -3.77 4.37 0.582
N -1.01 0.68 -1.39 0.958
P -1.27 1.14 -2.83 0.308
C -1.63 2.92 -2.96 0.342
C -1.96 3.57 -4.15 -0.356
C -2.25 4.93 -4.14 -0.795
C -2.23 5.64 -2.94 -0.674
C -1.92 4.99 -1.76 -0.668
C -1.62 3.64 -1.77 -0.384
C -2.74 0.39 -3.62 0.826
C -2.84 0.15 -4.99 -0.562
C -4.00 -0.42 -5.52 -0.744
C -5.06 -0.74 -4.68 -0.520
C -4.96 -0.51 -3.32 -0.643
C -3.80 0.05 -2.79 -0.495
C 0.06 0.77 -4.01 0.203
C 0.78 1.73 -4.72 -0.729
C 1.86 1.35 -5.51 -0.589
C 2.24 0.02 -5.58 -0.840
C 1.53 -0.94 -4.87 -0.309
C 0.44 -0.57 -4.09 -0.224
H -2.00 3.02 -5.08 0.451
H -2.50 5.43 -5.07 0.410
H -2.46 6.70 -2.94 0.380
H -1.90 5.54 -0.83 0.479
H -1.37 3.10 -0.85 0.330
H -2.01 0.38 -5.64 0.412
H -4.06 -0.61 -6.58 0.413
H -5.95 -1.19 -5.09 0.383
H -5.78 -0.78 -2.66 0.426
H -3.70 0.22 -1.73 0.254
H 0.51 2.77 -4.65 0.445
H 2.42 2.11 -6.04 0.408
H 3.09 -0.27 -6.18 0.360
H 1.83 -1.98 -4.91 0.300
H -0.10 -1.32 -3.52 0.506
Cl -3.67 -2.69 1.00 -0.186
C -2.44 -3.73 1.74 0.655
Cl -2.99 -5.42 1.83 -0.224
H -2.25 -3.38 2.74 0.203
H -1.54 -3.68 1.13 -0.503
S -4.01 2.18 1.89 -0.244
C -2.53 2.78 2.52 -0.320
C -1.51 1.97 2.15 -1.169
N -1.88 0.89 1.37 0.862
C -3.17 0.88 1.18 -0.287
H -2.49 3.67 3.11 0.462
H -0.47 2.11 2.37 0.508
H -3.67 0.12 0.60 0.136
```

Output
* net charge: -1
* maximum force: 0.49 eV/Å
* E_LUMO: 0.0779 hartree
* HOMO energy: -5.23 eV

---

(3)
Computed, not measured: C42H35BrCuNO2P2 as an isolated structure, with ωB97M-V/def2-TZVPD.

```
84
Properties=species:S:1:pos:R:3:lowdin_spin:R:1
Cu 0.56 0.00 0.61 0.442
O -2.14 0.83 -0.90 0.001
C -1.94 1.25 -2.19 0.001
C -2.87 1.36 -3.22 0.000
C -2.50 1.87 -4.44 0.000
C -1.19 2.28 -4.69 0.000
C -0.24 2.12 -3.70 0.002
C -0.61 1.60 -2.46 0.006
P 0.60 1.38 -1.13 0.033
C 2.08 0.88 -2.06 0.004
C 1.93 -0.29 -2.80 0.004
C 3.01 -0.86 -3.44 -0.001
C 4.26 -0.27 -3.34 0.004
C 4.43 0.88 -2.58 0.000
C 3.34 1.45 -1.93 0.004
C 0.75 3.08 -0.51 0.005
C 1.38 4.11 -1.19 0.001
C 1.38 5.39 -0.64 0.000
C 0.73 5.63 0.56 0.000
C 0.09 4.60 1.23 0.000
C 0.10 3.33 0.70 0.000
C -3.22 0.01 -0.59 0.001
C -4.54 0.34 -0.86 0.000
C -5.54 -0.59 -0.64 -0.001
C -5.23 -1.84 -0.13 0.003
C -3.93 -2.12 0.25 0.008
C -2.92 -1.20 0.04 0.038
P -1.25 -1.48 0.85 0.154
C -1.89 -1.52 2.55 0.013
C -1.88 -0.32 3.25 0.001
C -2.38 -0.26 4.54 0.000
C -2.88 -1.41 5.14 0.000
C -2.87 -2.61 4.44 0.001
C -2.38 -2.67 3.15 0.003
C -0.85 -3.14 0.26 0.009
C -0.31 -4.11 1.10 0.012
C 0.10 -5.32 0.58 -0.001
C 0.01 -5.56 -0.78 0.012
C -0.54 -4.60 -1.62 -0.001
C -0.97 -3.39 -1.10 0.010
H -3.89 1.02 -3.08 0.000
H -3.24 1.96 -5.22 0.000
H -0.92 2.69 -5.65 0.000
H 0.79 2.38 -3.88 0.000
H 0.96 -0.77 -2.85 0.000
H 2.89 -1.77 -4.00 0.000
H 5.12 -0.71 -3.83 0.000
H 5.41 1.32 -2.48 0.000
H 3.48 2.33 -1.32 0.000
H 1.87 3.93 -2.13 0.000
H 1.87 6.20 -1.16 0.000
H 0.72 6.63 0.97 0.000
H -0.42 4.79 2.16 0.000
H -0.40 2.51 1.19 -0.001
H -4.79 1.32 -1.23 0.000
H -6.56 -0.34 -0.89 0.000
H -6.00 -2.59 0.00 0.000
H -3.69 -3.08 0.69 0.001
H -1.49 0.57 2.78 0.000
H -2.39 0.67 5.08 0.000
H -3.26 -1.37 6.15 0.000
H -3.25 -3.51 4.91 0.000
H -2.39 -3.60 2.62 0.000
H -0.20 -3.91 2.16 0.000
H 0.51 -6.07 1.24 0.000
H 0.37 -6.49 -1.19 0.001
H -0.62 -4.79 -2.68 0.000
H -1.40 -2.64 -1.75 0.000
C 1.29 -1.51 2.99 0.016
O 0.75 -1.51 1.70 0.163
H 0.63 -2.05 3.68 0.000
H 1.44 -0.50 3.38 0.002
H 2.26 -2.02 2.98 0.007
Br 6.18 -0.76 0.19 0.001
C 4.83 0.32 0.96 0.001
C 5.16 1.43 1.74 -0.001
C 4.13 2.19 2.25 0.002
C 2.82 1.83 1.96 0.003
N 2.52 0.77 1.22 0.036
C 3.50 0.02 0.74 0.000
H 6.20 1.67 1.93 0.000
H 4.34 3.05 2.87 0.000
H 1.99 2.42 2.32 0.000
H 3.21 -0.86 0.17 0.000
```

Output
* net charge: +1
* maximum force: 1.06 eV/Å
* E_LUMO (spin up / spin down): -0.0826 / -0.1255 hartree
* <S²>: 0.76
* spin multiplicity: 2
* HOMO energy (spin up / spin down): -10.16 / -11.08 eV